P | H14O7 | ωB97M-V/def2-TZVPD

Summary:
- Highest occupied orbital energy (spin up / spin down): 0.55 / -7.65 eV
- Spin multiplicity: 2
- Net charge: -1
- Orbital gap (spin up / spin down): 2.7 / 10.9 eV

Geometry as XYZ:
```
21
Properties=species:S:1:pos:R:3:mulliken_spin:R:1
O -1.1071 -2.9930 -0.7493 0.42
H -1.5804 -3.2123 -1.5519 -0.05
H -1.6168 -2.2848 -0.3560 -0.14
O 0.3598 2.9440 -1.5079 0.22
H 1.0318 2.2860 -1.6856 0.02
H 0.7809 3.7787 -1.7133 -0.15
O -2.5786 -0.7352 0.0147 0.45
H -3.0236 -0.2642 -0.6899 -0.11
H -2.7654 -0.2227 0.8013 -0.13
O 1.1248 -2.4087 1.4289 0.14
H 0.6793 -1.8542 0.7884 -0.02
H 1.1932 -3.2623 1.0011 -0.03
O -0.5085 2.7234 1.8617 0.17
H -0.2747 2.4628 2.7525 -0.10
H -0.1046 3.5840 1.7496 -0.02
O 3.0797 -0.4071 -0.4514 0.13
H 2.8745 0.0696 -1.2556 -0.05
H 2.2373 -0.5011 -0.0066 -0.03
O 0.3529 -0.1275 -0.0057 0.35
H -0.4558 -0.4036 -0.4370 0.00
H 0.3013 0.8281 0.0120 -0.09
```



Q | H14O7 | ωB97M-V/def2-TZVPD

Summary:
- Highest occupied orbital energy (spin up / spin down): 0.17 / -7.56 eV
- Spin multiplicity: 2
- Net charge: -1
- Orbital gap (spin up / spin down): 2.8 / 10.5 eV

Geometry as XYZ:
```
21
Properties=species:S:1:pos:R:3:mulliken_spin:R:1
O -1.5291 -1.7473 -0.9796 0.05
H -0.7888 -2.0228 -1.5202 0.01
H -2.2969 -2.1107 -1.4209 -0.06
O 1.4112 2.2386 1.5305 0.09
H 1.3000 1.4432 1.0098 0.01
H 0.5279 2.5985 1.6106 -0.01
O -2.9553 0.0235 1.0799 0.25
H -3.8389 -0.1392 1.4103 -0.09
H -2.7600 -0.7370 0.5324 0.00
O 0.4710 -0.1353 0.1261 0.65
H -0.3800 -0.4696 -0.1572 -0.01
H 0.9952 -0.9197 0.2881 -0.08
O 3.2371 -0.7822 1.3069 0.06
H 3.1459 -1.6878 1.6030 -0.03
H 4.1389 -0.5477 1.5258 -0.01
O 1.5444 -0.3617 -2.6072 0.24
H 0.9469 -0.5454 -1.8822 -0.03
H 1.2281 -0.9115 -3.3240 -0.15
O -1.2699 2.1924 -0.3725 0.13
H -1.3261 3.0289 0.0893 -0.02
H -1.8017 1.5929 0.1510 -0.01
```



Last place for stability: P



P | C2HN3O3 | ωB97M-V/def2-TZVPD

Summary:
- Highest occupied orbital energy (spin up / spin down): -10.60 / -11.25 eV
- Orbital gap (spin up / spin down): 8.4 / 9.6 eV

Geometry as XYZ:
```
9
Properties=species:S:1:pos:R:3:nbo_charge:R:1
C 1.1808 0.1652 0.8696 -0.14
C 0.2628 -0.0166 -0.2901 0.22
N 2.3417 0.4882 0.3599 -0.08
N 0.9434 0.1178 -1.3434 -0.17
N -2.3890 -0.4639 -0.1939 0.56
O -2.7581 -0.0469 0.8278 -0.25
O -2.8304 -1.0578 -1.1121 -0.24
O 2.2299 0.4652 -1.0685 -0.14
H 1.0188 0.3488 1.9506 0.25
```



Q | C2HN3O3 | ωB97M-V/def2-TZVPD

Summary:
- Highest occupied orbital energy: -10.41 eV
- Orbital gap: 9.3 eV
- SMILES: O=CN=C=NON=O

Geometry as XYZ:
```
9
Properties=species:S:1:pos:R:3:nbo_charge:R:1
O 1.0360 -0.9292 -1.3588 -0.50
C 0.3268 -0.3036 -0.5975 0.53
N -0.9785 -0.0010 -0.7942 -0.44
C -2.0823 0.2612 -1.1748 0.65
N -3.2097 0.7599 -1.1462 -0.29
O -3.3244 1.5569 0.1184 -0.13
N -2.6783 1.1991 1.1108 0.37
O -2.1763 0.1374 1.1988 -0.35
H 0.4059 0.0966 0.4912 0.16
```



Last place for stability: P



P | C3H5IN2 | ωB97M-V/def2-TZVPD

Summary:
- Highest occupied orbital energy: -8.13 eV
- Orbital gap: 7.5 eV
- SMILES: C=CN1CN1I

Geometry as XYZ:
```
11
Properties=species:S:1:pos:R:3:nbo_charge:R:1
C -1.9525 0.8710 -0.1709 -0.49
C -0.6551 0.8353 -0.4947 0.00
N 0.3090 -0.1957 -0.2803 -0.29
C 0.7961 -1.2860 0.4147 -0.06
N 1.6597 -0.6585 -0.5005 -0.31
I 3.4528 0.2733 0.2169 0.14
H -2.6648 1.8003 -0.2140 0.23
H -2.2915 0.0248 0.4052 0.20
H -0.1741 1.7501 -0.8543 0.21
H 1.0511 -1.1202 1.4440 0.18
H 0.4694 -2.2946 0.0338 0.18
```



Q | C3H5IN2 | ωB97M-V/def2-TZVPD

Summary:
- Highest occupied orbital energy (spin up / spin down): -8.49 / -8.49 eV
- Orbital gap (spin up / spin down): 7.4 / 7.4 eV
- SMILES: C=C=CN(N)I

Geometry as XYZ:
```
11
Properties=species:S:1:pos:R:3:nbo_charge:R:1
C 0.6832 -0.5381 -1.4163 -0.43
C 0.8348 -0.6611 -0.0836 0.04
C 0.5907 -0.6303 1.1914 -0.15
N -0.6087 -0.0830 1.7231 -0.18
N -1.2928 0.7450 0.9506 -0.56
I 0.1487 1.1171 3.7104 -0.13
H 1.3296 0.1127 -1.9537 0.22
H 0.1380 -1.2351 -1.9629 0.21
H 1.2694 -0.9031 1.9864 0.24
H -0.7757 1.3671 0.3740 0.36
H -2.2158 0.6267 0.8466 0.38
```



Last place for stability: P



P | C4H8O2 | ωB97M-V/def2-TZVPD

Summary:
- Highest occupied orbital energy (spin up / spin down): -12.18 / -12.18 eV
- Spin multiplicity: 2
- Net charge: +1
- Orbital gap (spin up / spin down): 6.3 / 3.4 eV

Geometry as XYZ:
```
14
Properties=species:S:1:pos:R:3:mulliken_spin:R:1
O 2.8345 -1.5743 -1.9006 0.00
C 2.2489 -1.7575 -0.8008 0.00
C 2.8835 -1.8403 0.4787 0.00
H 1.0855 -1.6923 -0.9186 0.00
H 3.1377 -2.8940 0.6653 0.00
H 2.3390 -1.7221 1.3500 0.00
H 3.7015 -1.1213 0.4764 0.00
C -2.1872 2.3245 -0.2908 0.54
C -2.2540 1.7428 0.9629 0.19
O -3.4264 1.2339 1.1866 0.19
H -1.3933 2.2323 -0.9903 0.03
H -3.1372 2.3339 -0.9609 0.03
H -1.6612 1.8842 1.8669 0.01
H -3.4839 0.8857 2.1232 -0.01
```



Q | C4H8O2 | ωB97M-V/def2-TZVPD

Summary:
- Highest occupied orbital energy (spin up / spin down): -15.45 / -12.51 eV
- Spin multiplicity: 2
- Net charge: +1
- Orbital gap (spin up / spin down): 11.2 / 2.3 eV

Geometry as XYZ:
```
14
Properties=species:S:1:pos:R:3:mulliken_spin:R:1
O -1.3755 0.1097 -3.5759 0.48
C -1.0373 0.8950 -2.7453 -0.03
C 0.2626 1.6383 -2.6856 0.09
H -1.7858 1.1918 -1.9687 0.07
H 1.0947 1.2533 -3.2597 0.00
H -0.0820 2.6241 -3.0365 -0.01
H 0.4593 1.7569 -1.6212 0.00
O 0.9532 -2.9498 2.1280 0.32
C 0.4658 -1.8609 2.0100 -0.02
C 0.2821 -0.9533 3.1718 0.05
H 0.2582 -1.5149 0.9774 0.04
H -0.1712 -1.5318 3.9839 0.00
H 1.1480 -0.4769 3.6246 0.00
H -0.4721 -0.1814 2.9974 0.00
```



Last place for stability: P



P | C3H7FN2O | ωB97M-V/def2-TZVPD

Summary:
- Highest occupied orbital energy (spin up / spin down): -8.24 / -8.06 eV
- Orbital gap (spin up / spin down): 8.7 / 8.8 eV

Geometry as XYZ:
```
14
Properties=species:S:1:pos:R:3:nbo_charge:R:1
C -0.7528 0.5757 0.2499 0.66
C 0.5851 -2.3346 -0.4548 -0.73
C 1.0537 -0.9387 -0.8201 0.20
N -0.9752 2.7619 1.0262 -0.65
N -0.1634 1.6663 0.6418 -0.50
O -1.8690 0.1130 0.4127 -0.58
F 2.1699 -0.2752 -0.3127 -0.37
H 0.0924 -2.1243 0.4764 0.23
H 1.3927 -3.1209 -0.3647 0.23
H -0.1203 -2.8814 -1.1309 0.25
H 1.1081 -0.8653 -1.9669 0.14
H -1.5642 2.9674 0.2148 0.35
H -1.6512 2.4935 1.8310 0.37
H 0.6942 1.9626 0.1974 0.41
```



Q | C3H7FN2O | ωB97M-V/def2-TZVPD

Summary:
- Highest occupied orbital energy: -9.65 eV
- Orbital gap: 10.4 eV
- SMILES: [H]/N=C(/CCF)NO

Geometry as XYZ:
```
14
Properties=species:S:1:pos:R:3:nbo_charge:R:1
H 1.4755 -1.4273 -1.0253 0.36
N 0.5944 -0.9227 -0.9059 -0.70
C 0.5138 -0.0807 0.0236 0.43
C -0.8758 0.3311 0.4156 -0.50
C -1.9425 -0.2261 -0.5602 0.07
F -3.1715 0.3844 -0.3506 -0.37
N 1.5765 0.5450 0.7620 -0.36
O 2.8050 0.2503 0.0864 -0.57
H -1.0217 -0.0399 1.4447 0.23
H -0.9122 1.4564 0.4632 0.21
H -2.0635 -1.2509 -0.2698 0.17
H -1.7122 -0.2051 -1.6231 0.19
H 1.4064 1.5476 0.9048 0.37
H 3.3278 -0.3621 0.6348 0.48
```



Last place for stability: P



P | C5H12N2S | ωB97M-V/def2-TZVPD

Summary:
- Highest occupied orbital energy: -8.68 eV
- Orbital gap: 9.5 eV
- SMILES: C[C@@]1(N)C[C@H](S)[C@@H]1N

Geometry as XYZ:
```
20
Properties=species:S:1:pos:R:3:nbo_charge:R:1
C -2.1003 -0.2419 -0.1855 -0.61
C -0.6271 -0.2065 0.1980 0.10
N -0.5293 -0.0623 1.6469 -0.83
C 0.2564 -1.3793 -0.2854 -0.42
C 1.3246 -0.3968 -0.7841 -0.32
S 2.7383 -0.1313 0.3489 -0.05
C 0.2836 0.7478 -0.6551 -0.07
N 0.7280 2.0241 -0.1514 -0.83
H -2.2254 -0.4067 -1.3006 0.21
H -2.6528 -1.0449 0.3476 0.22
H -2.5918 0.6997 0.0638 0.21
H 0.4503 -0.0614 1.9403 0.37
H -0.9079 0.8192 1.9310 0.35
H 0.5314 -2.1054 0.4705 0.22
H -0.1826 -1.9151 -1.1388 0.21
H 1.7289 -0.5518 -1.7987 0.22
H 3.0544 -1.4159 0.4906 0.12
H -0.1490 0.8900 -1.6548 0.20
H 0.0070 2.7395 -0.3367 0.37
H 0.8634 1.9989 0.8536 0.36
```



Q | C5H12N2S | ωB97M-V/def2-TZVPD

Summary:
- Highest occupied orbital energy: -7.51 eV
- Orbital gap: 8.4 eV

Geometry as XYZ:
```
20
Properties=species:S:1:pos:R:3:nbo_charge:R:1
C -0.5444 -1.4047 -0.0928 -0.52
C -2.4283 0.4162 0.8871 -0.73
C 0.8109 -0.7808 -0.4710 -0.09
C 1.9414 -1.7115 -0.0332 -0.60
C 0.5494 2.7402 -0.1879 -0.30
N 0.9687 0.4907 0.1605 -0.39
N 0.6235 1.4925 -0.5573 -0.18
S -1.9683 -0.4071 -0.6614 0.15
H -0.6561 -2.3782 -0.5673 0.22
H -0.6266 -1.5101 0.9866 0.22
H -3.3141 1.0101 0.6842 0.23
H -1.6102 1.0507 1.2114 0.22
H 0.8212 -0.6741 -1.5767 0.16
H 1.7650 -2.7193 -0.3943 0.20
H 2.0014 -1.7158 1.0501 0.22
H 2.8889 -1.3588 -0.4316 0.22
H -2.6420 -0.3435 1.6348 0.21
H 0.7609 3.0171 0.8241 0.20
H 0.2944 3.4789 -0.9187 0.19
H 0.3643 1.3074 -1.5465 0.38
```



Last place for stability: Q



P | C5H12N2S | ωB97M-V/def2-TZVPD

Summary:
- Highest occupied orbital energy: -7.82 eV
- Orbital gap: 8.8 eV

Geometry as XYZ:
```
20
Properties=species:S:1:pos:R:3:nbo_charge:R:1
C 0.7684 -1.2281 -1.0317 -0.26
C 1.9578 -1.3584 -0.0656 -0.51
C 0.4854 0.4995 1.0403 -0.24
C -0.1253 1.8794 0.9573 -0.64
C -2.6114 -0.3326 0.2314 -0.42
N -0.3880 -0.5205 -0.4504 -0.26
N -1.4626 -1.2099 -0.0256 -0.45
S 2.2378 0.2789 0.7327 0.19
H 0.9412 -0.7300 -2.0581 0.21
H 0.3710 -2.2291 -1.1606 0.21
H 1.8374 -2.1065 0.7360 0.21
H 2.7955 -1.7202 -0.4812 0.22
H 0.0891 0.1191 1.9482 0.17
H 0.0105 2.2542 -0.0203 0.22
H 0.3941 2.5261 1.6801 0.21
H -1.1805 1.8832 1.1285 0.21
H -2.7689 0.4681 -0.5594 0.21
H -3.5351 -0.9247 0.2785 0.21
H -2.3388 0.2207 1.0900 0.17
H -1.4711 -1.7323 0.8302 0.32
```



Q | C5H12N2S | ωB97M-V/def2-TZVPD

Summary:
- Highest occupied orbital energy: -8.43 eV
- Orbital gap: 9.2 eV
- SMILES: C/C(=N/N)SC(C)C

Geometry as XYZ:
```
20
Properties=species:S:1:pos:R:3:nbo_charge:R:1
C -1.8873 0.1827 -0.8353 -0.65
C -0.5152 -0.3980 -0.9517 0.04
N -0.3708 -1.5010 -1.5785 -0.23
N 0.8624 -2.0266 -1.7943 -0.64
S 0.9071 0.5286 -0.3489 0.15
C 0.5347 0.8550 1.4189 -0.32
C 0.0627 -0.3918 2.1635 -0.62
C -0.3705 2.0614 1.6484 -0.62
H -2.5999 -0.4171 -1.4242 0.24
H -2.2558 0.2081 0.1943 0.21
H -1.9451 1.2066 -1.1932 0.22
H 0.7846 -3.0166 -1.9339 0.36
H 1.5547 -1.7694 -1.0829 0.35
H 1.5345 1.1522 1.7951 0.22
H -0.0539 -0.1412 3.2456 0.21
H -0.9139 -0.7502 1.8063 0.21
H 0.7611 -1.2147 2.0568 0.22
H -0.4133 2.2927 2.6939 0.21
H -1.3845 1.8747 1.2917 0.21
H 0.0303 2.9555 1.0802 0.22
```



Last place for stability: P



P | CH4ClNO2S | ωB97M-V/def2-TZVPD

Summary:
- Highest occupied orbital energy: -10.08 eV
- Orbital gap: 10.2 eV

Geometry as XYZ:
```
10
Properties=species:S:1:pos:R:3:nbo_charge:R:1
C -0.0669 0.8361 -0.5883 0.23
N -1.9280 -1.3934 1.7954 -1.07
O 0.2381 0.4046 -1.8506 -0.69
O -0.2525 -0.2245 0.2720 -0.73
S -1.4616 -0.0663 1.4359 1.43
Cl -0.2353 0.7646 2.9707 -0.33
H -0.8951 1.5134 -0.5847 0.15
H 0.6515 -0.5181 -1.7490 0.49
H 0.6361 1.6077 -0.0023 0.12
H -1.7676 -2.1388 2.3538 0.41
```



Q | CH4ClNO2S | ωB97M-V/def2-TZVPD

Summary:
- Highest occupied orbital energy: -10.30 eV
- Orbital gap: 10.5 eV

Geometry as XYZ:
```
10
Properties=species:S:1:pos:R:3:nbo_charge:R:1
C -0.3599 -0.0554 -1.1889 0.22
N 0.6643 0.5285 2.5108 -1.04
O -1.5358 0.5014 -1.6504 -0.70
O -0.2999 -0.0295 0.2212 -0.74
S 0.9582 0.6435 1.0582 1.43
Cl 2.4400 -0.8185 0.4193 -0.38
H 0.4642 0.5265 -1.6181 0.17
H -2.2851 0.0288 -1.2600 0.48
H -0.2541 -1.1082 -1.4950 0.16
H 0.2080 -0.2171 3.0030 0.40
```



Last place for stability: P